Here is a 2-piece molecular cluster, C5H12N2 overall at a distorted geometry from the Open Molecules 2025 dataset. Energies are from the ωB97M-V functional and the def2-TZVPD basis.

Last columns: bonded neighbours and bond lengths (Å).
CARTESIAN COORDINATES (ANGSTROEM)
1 C 0.33069 -0.68797 -1.52008  C2 1.483, C3 1.743, N4 1.373, H5 1.085
2 C 1.70779 -0.13797 -1.52778  C1 1.483, C3 1.516, H8 1.085, H9 1.086
3 C 0.75428 0.93072 -1.03072  C1 1.743, C2 1.516, H10 1.084, H11 1.082
4 N -0.06618 -1.67141 -0.64819  C1 1.373, H6 1.012, H7 1.022
5 H -0.22379 -0.67605 -2.45219  C1 1.085
6 H -1.06690 -1.78636 -0.55484  N4 1.012
7 H 0.38381 -1.65771 0.26945  N4 1.022
8 H 2.37093 -0.55467 -0.77628  C2 1.085
9 H 2.18081 -0.00484 -2.49643  C2 1.086
10 H 0.48873 1.69130 -1.75597  C3 1.084
11 H 1.09514 1.34611 -0.09124  C3 1.082
12 C -1.33603 1.05348 1.20546  C13 1.467, H17 1.228, H18 1.093, H19 1.091
13 C -1.16626 -0.27831 1.79704  C12 1.467, N14 1.274, H16 1.093
14 N -0.14958 -0.77660 2.38024  C13 1.274, H15 1.022
15 H 0.57570 -0.08068 2.56713  N14 1.022
16 H -1.98355 -0.97859 1.60842  C13 1.093
17 H -0.84025 1.06072 0.08233  C12 1.228
18 H -2.36816 1.40406 1.28491  C12 1.093
19 H -0.68719 1.80476 1.65873  C12 1.091

Computed properties:
Lowest unoccupied orbital energy, eV: 1.092
Net charge: 0
2S+1: 1
SMILES: [H]/N=C\C.NC1CC1
Energy above the lowest of the compared OMol25 structures with the same formula, charge and spin, kcal/mol: 72.1
Max |F|, hartree/bohr: 0.062
E, eV: -8357.0099

***

Here is a 2-piece molecular cluster, C3H10N2O3S overall at a distorted geometry from the Open Molecules 2025 dataset. Energies are from the ωB97M-V functional and the def2-TZVPD basis.

Last columns: bonded neighbours and bond lengths (Å).
CARTESIAN COORDINATES (ANGSTROEM)
1 C 0.12298 -1.86541 0.72758  C3 1.506, H10 1.115, H11 1.125, H12 1.053
2 C 1.22636 1.27639 0.61190  N5 1.356, H13 1.071, H14 1.068
3 C 0.19377 -0.79699 -0.33198  C1 1.506, N4 1.329, S9 1.886
4 N 0.50159 -0.93849 -1.61746  C3 1.329, H15 1.020, H16 1.036
5 N 1.22841 2.13161 -0.44074  C2 1.356, H17 0.953, H19 1.010
6 O -1.40149 1.34879 -1.08025  S9 1.454
7 O -2.44695 -0.66653 -0.46182  S9 1.397
8 O -1.60322 0.61201 1.47646  S9 1.716, H18 1.019
9 S -1.39502 0.20794 -0.17841  C3 1.886, O6 1.454, O7 1.397, O8 1.716
10 H 0.44892 -1.52423 1.73832  C1 1.115
11 H 0.75139 -2.73507 0.39017  C1 1.125
12 H -0.85261 -2.24774 0.83518  C1 1.053
13 H 1.91999 0.51270 0.89993  C2 1.071
14 H 0.40309 1.26872 1.29190  C2 1.068
15 H 0.72687 -0.05596 -2.07548  N4 1.020
16 H -0.30711 -1.38087 -2.09020  N4 1.036
17 H 0.46732 2.70157 -0.50098  N5 0.953
18 H -2.05186 -0.26720 1.73033  O8 1.019
19 H 2.06757 2.41874 -0.92446  N5 1.010

Computed properties:
Lowest unoccupied orbital energy (alpha / beta), eV: 0.469 / 0.449
Net charge: 0
2S+1: 1
Energy above the lowest of the compared OMol25 structures with the same formula, charge and spin, kcal/mol: 74.5
Max |F|, hartree/bohr: 0.130
E, eV: -23226.9833